Density functional theory data (the ωB97M-V functional and the def2-TZVPD basis) for a single C2H5NO4 molecule at a distorted geometry.

Each line ends with the natural charge from an NBO analysis.
Geometry (Å):
1 N -1.5145 -0.3058 -0.6757  -0.4100
2 C 0.7035 0.2442 -0.0017  0.2009
3 C -0.4758 -0.5815 0.1784  0.6602
4 O -1.7719 0.9343 0.0515  -0.6400
5 O 1.1419 0.4416 -1.3113  -0.7037
6 O 1.7091 0.0553 0.9221  -0.6955
7 O -0.6907 -1.2022 1.3126  -0.5802
8 H -0.2053 1.1627 0.1611  0.3220
9 H 1.8019 -0.2381 -1.5092  0.4753
10 H 2.1368 0.9043 1.0908  0.4894
11 H -1.6506 -1.3521 1.3885  0.5135
12 H -1.1846 -0.0626 -1.6071  0.3683

Forces on the atoms, in the same order (eV/Å):
N 0.1114 -0.4080 0.2419
C -0.4889 1.2280 0.0342
C -0.6877 0.1846 0.2005
O -0.3879 -0.1233 0.1012
O 0.1471 -0.3207 -0.0052
O 0.0111 0.0825 -0.0066
O 0.0311 0.2678 -0.6387
H 1.2218 -0.8199 0.0483
H -0.0323 0.0225 -0.0290
H -0.0635 -0.0968 -0.0097
H 0.0281 -0.0307 -0.0650
H 0.1097 0.0140 0.1280

- HOMO energy: -8.31 eV
- Kohn-Sham gap: 8.17 eV
- 2S+1: 1
- SMILES string: [O-]/[NH+]=C(\O)C(O)O

***

Density functional theory data (the ωB97M-V functional and the def2-TZVPD basis) for a single C7H10N2O3S molecule at a distorted geometry.

Each line ends with the natural charge from an NBO analysis.
Geometry (Å):
1 C 0.7322 -1.0276 1.2777  -0.2537
2 C -0.4971 -0.4954 0.5455  -0.0653
3 C -1.0582 -1.2270 -0.5086  -0.2189
4 C -2.2007 -0.8360 -1.1970  -0.1973
5 C -2.8234 0.3533 -0.7798  -0.2073
6 C -2.3059 1.1215 0.2721  -0.2015
7 C -1.0925 0.7174 0.8940  -0.2363
8 H 0.9773 1.8318 0.3140  0.4686
9 H 0.6982 0.5715 -1.5078  0.3840
10 H 2.7462 -0.3332 1.7376  0.4249
11 H 0.5311 -1.0629 2.3535  0.2212
12 H 0.9690 -2.1088 0.9838  0.2196
13 H -0.6088 -2.2038 -0.8596  0.2315
14 H -2.5760 -1.3873 -2.0670  0.2266
15 H -3.7051 0.6591 -1.3279  0.2189
16 H -2.7338 2.0706 0.6031  0.2256
17 H -0.7127 1.2347 1.7726  0.2197
18 N 1.5889 1.0306 -1.2662  -0.5425
19 N 1.9276 -0.1414 1.1116  -0.8878
20 O 1.3467 2.1782 -0.5038  -0.5335
21 O 3.9115 0.4722 -0.2604  -0.8987
22 O 2.3132 -1.3398 -1.1350  -0.9311
23 S 2.5721 -0.0776 -0.4524  2.3333

Forces on the atoms, in the same order (eV/Å):
C 0.6324 -1.0381 -0.0420
C 0.0941 -0.2311 -0.3954
C 0.4594 -1.8407 -0.8797
C 0.1438 1.0980 0.6367
C 0.1162 -0.0189 -0.0743
C 1.2767 -0.3096 -0.0170
C -1.2062 -0.5620 0.0865
H -0.2267 0.1445 0.5890
H 0.4377 0.1067 0.1410
H -1.2279 0.2113 -0.6224
H 0.0176 0.1741 -0.1220
H -0.3980 1.5224 0.0839
H -0.1819 1.2781 0.7101
H 0.1576 0.1393 0.5542
H -0.0827 0.2257 0.2066
H -0.1594 -0.4297 -0.2815
H -0.0318 0.2373 -0.2386
N 0.1735 -0.5127 0.2942
N 0.4949 -0.3187 -0.2952
O 0.2654 0.0047 -0.5128
O -2.2058 -0.8646 -0.4964
O 0.4618 1.5219 0.5724
S 0.9896 -0.5378 0.1029

- HOMO energy: -9.95 eV
- Kohn-Sham gap: 10.42 eV
- 2S+1: 1
- SMILES string: O=S(=O)(NO)NCc1ccccc1

***

Density functional theory data (the ωB97M-V functional and the def2-TZVPD basis) for a single C2H8Cl2Si2 molecule at a distorted geometry.

Each line ends with the natural charge from an NBO analysis.
Geometry (Å):
1 C 2.2614 -0.0077 -0.7589  -1.0808
2 C -1.2297 0.2511 1.9115  -1.1401
3 Si 0.4941 -0.5147 -1.3637  0.7005
4 Si -1.5567 0.5747 0.0862  1.1165
5 Cl -2.5907 2.2633 -0.3479  -0.3410
6 Cl -2.9061 -0.9635 -0.6686  -0.4373
7 H 2.9989 -0.8127 -0.9983  0.2449
8 H 2.5998 0.9848 -0.7991  0.2420
9 H 2.1748 -0.0035 0.3062  0.2270
10 H -0.9123 -0.7575 2.0483  0.2589
11 H -0.2414 0.6911 2.1753  0.2503
12 H -1.9927 0.4951 2.6256  0.2555
13 H 0.3559 -0.1670 -2.7815  -0.1616
14 H 0.5445 -2.0334 -1.4349  -0.1350

Forces on the atoms, in the same order (eV/Å):
C -1.0674 -1.9371 0.3781
C 1.3828 0.8474 -0.5856
Si 0.3595 0.8344 0.5674
Si 0.7896 -3.0820 -1.0871
Cl 0.2619 0.4221 0.0651
Cl 0.5458 0.7667 0.5903
H -0.4206 0.9774 -0.0870
H 0.5962 1.3742 -1.3654
H -0.1603 -0.7783 1.2327
H -0.4336 -1.2902 -0.2625
H -0.7802 0.6374 -0.0484
H -0.3246 0.2830 0.2466
H -0.3096 0.2934 -0.1859
H -0.4395 0.6516 0.5416

- HOMO energy: -9.34 eV
- Kohn-Sham gap: 9.40 eV
- 2S+1: 1
- SMILES string: C[SiH2][Si](C)(Cl)Cl

***

Density functional theory data (the ωB97M-V functional and the def2-TZVPD basis) for a single C3H7N3S2 molecule at a distorted geometry.

Each line ends with the natural charge from an NBO analysis.
Geometry (Å):
1 C 1.9811 -0.2080 -1.0269  -0.7444
2 C -0.3196 0.2927 0.3896  0.0411
3 C -0.5576 -0.0317 1.8516  -0.0297
4 H 2.5285 -0.9862 -1.5731  0.2343
5 H 2.3992 0.0139 -0.0193  0.2272
6 H 2.0507 0.7231 -1.6072  0.2358
7 H -1.0014 0.9109 2.3506  0.2010
8 H -0.0883 -2.9632 2.4535  0.3589
9 H 0.4090 -2.1722 1.0032  0.3565
10 H -0.4969 3.2034 -1.4589  0.1374
11 N -0.4810 -1.0669 2.5381  -0.1928
12 N -0.2952 -2.2439 1.8410  -0.6654
13 N -0.5624 1.5294 0.0338  -0.5160
14 S 0.3522 -0.9573 -0.7659  0.2007
15 S -0.5430 1.7962 -1.6920  0.1556

Forces on the atoms, in the same order (eV/Å):
C 0.6032 0.3012 0.4772
C -0.1994 0.8478 0.0465
C -1.0083 4.4403 -0.7884
H 0.1384 0.2244 0.4119
H 0.0402 -0.4533 -0.8133
H -0.5950 -0.3778 0.0651
H 1.1411 -1.4910 -0.5056
H 0.5703 -1.5028 1.3984
H -1.7780 -0.3262 2.1132
H -0.2053 -1.7713 -0.5897
N -0.3306 -2.0385 -0.2049
N 1.4685 1.3804 -2.5192
N 0.1991 -2.4328 -0.4927
S -0.3113 0.9435 -0.0710
S 0.2670 2.2563 1.4727

- HOMO energy: -8.54 eV
- Kohn-Sham gap: 8.46 eV
- 2S+1: 1
- SMILES string: CSC(/C=N\N)=N\S

***

Density functional theory data (the ωB97M-V functional and the def2-TZVPD basis) for a single C2H3NO molecule at a distorted geometry.

Each line ends with the natural charge from an NBO analysis.
Geometry (Å):
1 C -0.1306 0.3308 0.2558  -0.0147
2 C 0.4724 -0.3585 -0.8414  0.3028
3 N -1.1026 -0.0730 0.9376  -0.5013
4 O 0.9743 -1.8286 -0.7001  -0.4978
5 H 0.3873 1.3011 0.4018  0.1725
6 H 0.7903 0.1017 -1.7614  0.1860
7 H -1.3911 0.5264 1.7077  0.3525

Forces on the atoms, in the same order (eV/Å):
C 0.1444 1.4293 0.7223
C 3.7585 -10.5233 0.3006
N -0.4624 -0.8428 0.0320
O -3.4424 9.6244 -0.8344
H -0.2360 -0.1426 0.1710
H -0.0580 0.1884 -0.2047
H 0.2959 0.2666 -0.1869

- HOMO energy (spin up / spin down): -10.46 / -10.39 eV
- Kohn-Sham gap (spin up / spin down): 8.99 / 8.94 eV
- 2S+1: 1
- SMILES string: [H]/N=C/C=O

***

Density functional theory data (the ωB97M-V functional and the def2-TZVPD basis) for a molecular structure, C4H3Li2O2Yb at a distorted geometry.

Each line ends with the Löwdin spin population.
Geometry (Å):
1 C 0.6216 0.7997 -0.2989  0.0190
2 O 1.4516 1.1705 0.5726  0.0591
3 Li 3.2907 0.5849 -3.0005  -0.0063
4 Li 0.1657 1.1456 2.1693  0.0027
5 H -0.8741 0.7743 -1.3685  -0.0031
6 C -0.8522 0.8225 -0.1706  0.0747
7 C -1.1038 -0.0989 1.0271  0.4463
8 C -0.9421 -1.4303 0.8308  0.1719
9 O -0.6339 -2.0437 -0.3804  0.1879
10 Yb 1.2311 -1.4099 -1.0026  0.0243
11 H -1.2503 1.8379 -0.0218  0.0154
12 H -1.1041 -2.1526 1.6436  0.0081

Forces on the atoms, in the same order (eV/Å):
C 3.9425 0.7423 1.2635
O -1.7755 -0.3042 -0.5023
Li 0.1739 0.6389 -0.2138
Li 0.1607 0.1480 0.2315
H -2.2078 -1.1998 2.1488
C -0.6261 1.5167 -2.3364
C 0.9591 0.4620 -1.7454
C -0.8058 -2.7922 -1.6413
O -0.3482 1.6006 2.9333
Yb 0.3341 -1.1222 -0.2348
H 0.3171 0.0278 0.3943
H -0.1239 0.2823 -0.2974

- HOMO energy (spin up / spin down): -15.35 / -15.42 eV
- Kohn-Sham gap (spin up / spin down): 5.91 / 6.04 eV
- 2S+1: 2
- ⟨S²⟩: 0.78
- Total charge: +2

***

Density functional theory data (the ωB97M-V functional and the def2-TZVPD basis) for a gas-phase ion, C4H13N3 (charge +2) at a distorted geometry.

Each line ends with the natural charge from an NBO analysis.
Geometry (Å):
1 C -1.2084 -0.3930 1.2737  -0.2374
2 C 0.0356 0.3733 0.8414  -0.4536
3 C 0.6306 0.0801 -0.5670  0.2471
4 C 0.5795 1.0328 -1.5125  -0.2158
5 N 1.1488 0.8448 -2.8521  -0.6825
6 N 0.9959 -1.2085 -0.7841  -0.7856
7 N -1.3914 -0.5326 2.7529  -0.6815
8 H -2.1315 0.1639 1.0124  0.2468
9 H -1.0842 -1.3423 0.7207  0.2438
10 H 0.7642 0.1715 1.6258  0.2332
11 H -0.0430 1.4605 0.7937  0.2601
12 H 0.0952 1.9959 -1.4708  0.2459
13 H 2.1642 0.6960 -2.8052  0.4555
14 H 0.7095 0.0488 -3.3504  0.4432
15 H 0.9089 1.6676 -3.4040  0.4676
16 H 1.4097 -1.5919 -1.6142  0.4167
17 H 0.8233 -1.8384 -0.0258  0.4049
18 H -2.1651 0.0942 2.9851  0.4607
19 H -0.5435 -0.2482 3.3042  0.4590
20 H -1.6984 -1.4747 3.0762  0.4718

Forces on the atoms, in the same order (eV/Å):
C -0.6209 0.4240 -1.9808
C 0.9892 1.1847 -0.3832
C -1.3712 -0.6267 0.2070
C -0.1077 0.6483 0.3117
N -0.4147 -1.0174 -0.0939
N 0.0817 0.2104 0.5563
N 0.6080 -0.3186 0.9238
H 0.5975 -0.7787 -0.6654
H -0.9885 0.0456 0.9363
H 0.7020 -0.0243 -0.3025
H -0.5370 -0.0222 0.6028
H 0.1467 -0.0663 0.7192
H -0.0892 0.2303 -0.3848
H 0.3347 0.2125 0.0988
H 0.4593 0.1174 -0.2020
H 0.0006 0.0003 -0.0331
H 0.4665 -0.4394 -0.0756
H 0.2077 0.0521 0.5216
H -0.8612 -0.3412 -0.3925
H 0.3964 0.5092 -0.3637

- HOMO energy: -16.59 eV
- Kohn-Sham gap: 10.03 eV
- 2S+1: 1
- SMILES string: N/C(=C\[NH3+])CC[NH3+]
- Total charge: +2

***

Density functional theory data (the ωB97M-V functional and the def2-TZVPD basis) for a molecular structure, C21H32BBr2N4O6SW.

Each line ends with the Löwdin spin population.
Geometry (Å):
1 W -0.2793 0.1543 0.5725  0.0057
2 O 2.0821 -3.2304 0.7731  0.0016
3 C 1.6559 -2.1651 1.1067  0.0018
4 O 0.8485 -1.4515 0.3004  0.0008
5 C 1.9085 -1.4871 2.4313  0.0051
6 C 0.5413 -1.4037 3.1062  0.0018
7 C 0.6044 -0.7499 4.4703  0.0082
8 C 1.3906 0.5757 4.5066  0.0940
9 C 2.0183 0.9467 3.2132  0.6219
10 O -0.3435 -0.6711 2.2287  0.0138
11 C 2.5827 -0.0789 2.2908  0.0971
12 C 2.5711 0.3903 0.8419  0.0132
13 O 3.4416 0.2331 0.0485  0.0006
14 O 1.3974 1.0125 0.4302  0.0094
15 H 2.5486 -2.1460 3.0153  0.0000
16 H 0.0991 -2.4000 3.1859  0.0011
17 H -0.4099 -0.6224 4.8481  0.0006
18 H 1.0739 -1.4887 5.1242  -0.0002
19 H 0.7391 1.3917 4.8249  0.0088
20 H 2.1627 0.5090 5.2863  0.0377
21 H 2.2850 1.9789 3.0284  0.0257
22 H 3.6494 -0.2289 2.5029  0.0315
23 B 0.5287 3.6701 0.9477  0.0008
24 N -0.3664 3.0096 2.0431  0.0052
25 C -0.9252 3.6298 3.0753  0.0007
26 C -1.7069 2.7250 3.7874  0.0016
27 C -1.5670 1.5388 3.1038  0.0008
28 N -0.7407 1.7086 2.0505  0.0128
29 N -0.1980 3.2457 -0.3739  0.0002
30 C -0.6081 4.0721 -1.3308  0.0000
31 C -1.4750 3.3966 -2.1811  0.0001
32 C -1.5547 2.1265 -1.6471  0.0000
33 N -0.7707 2.0336 -0.5557  0.0002
34 H 1.6664 3.3090 1.0109  -0.0001
35 H 0.4040 4.8558 1.0633  0.0000
36 H -0.7363 4.6784 3.2295  0.0000
37 H -2.3078 2.9136 4.6586  0.0001
38 H -2.0289 0.5858 3.2878  0.0000
39 H -0.2831 5.0983 -1.3234  0.0000
40 H -1.9948 3.7857 -3.0383  0.0000
41 H -2.1439 1.2829 -1.9627  0.0000
42 Br -2.7049 -0.2702 0.3446  0.0007
43 C -3.1418 -4.2188 1.0747  0.7481
44 Br -1.4700 -3.9456 0.3370  0.1646
45 H -3.8333 -3.3948 1.0644  0.0409
46 H -3.3861 -5.2142 1.3997  0.0394
47 C 0.6265 -3.3992 -2.6013  0.0014
48 C 1.5179 -2.4769 -3.4228  0.0002
49 C 1.9120 -1.2138 -2.6745  0.0000
50 S 0.7153 0.1278 -2.4872  0.0001
51 O -0.3301 -0.3534 -1.4066  0.0001
52 C -0.2795 0.1039 -3.9918  0.0000
53 C -1.4436 -0.8806 -4.0340  0.0000
54 C -2.4017 -0.4981 -5.1576  0.0000
55 H 0.2758 -4.2394 -3.1994  0.0001
56 H -0.2478 -2.8661 -2.2257  0.0016
57 H 1.1669 -3.7889 -1.7380  0.0000
58 H 1.0577 -2.2281 -4.3809  0.0000
59 H 2.4530 -2.9804 -3.6782  0.0000
60 H 2.7713 -0.7009 -3.1148  0.0000
61 H 2.1727 -1.4231 -1.6363  0.0000
62 H 0.4445 -0.0391 -4.7989  0.0000
63 H -0.6400 1.1310 -4.0702  0.0000
64 H -1.9620 -0.8642 -3.0733  0.0000
65 H -1.0821 -1.8977 -4.1748  0.0000
66 H -2.8474 0.4819 -4.9785  0.0000
67 H -3.2104 -1.2227 -5.2351  0.0000
68 H -1.8922 -0.4627 -6.1216  0.0000

Forces on the atoms, in the same order (eV/Å):
W -0.2721 -0.1083 0.3484
O -0.0172 0.0343 -0.0664
C 0.1575 0.0092 0.1932
O -0.1403 -0.0663 -0.2481
C -0.0820 -0.0935 -0.0017
C -0.1436 -0.0132 -0.1551
C 0.0544 -0.1209 0.0686
C -0.0673 0.0662 -0.0399
C 0.0518 -0.0811 0.0195
O 0.2063 0.2965 -0.0024
C 0.1127 0.0320 0.0189
C 0.1707 -0.0147 -0.2584
O 0.0028 0.0135 0.0812
O -0.2152 -0.1407 0.3929
H -0.0265 0.0152 0.0399
H 0.0686 -0.0189 0.0180
H -0.0038 0.0415 -0.0281
H 0.0048 0.0143 0.0031
H -0.0036 -0.0069 -0.0076
H 0.0013 0.0073 -0.0030
H -0.0241 0.0081 0.0064
H -0.0031 -0.0135 -0.0541
B -0.0239 -0.0200 0.0410
N 0.0595 0.0076 -0.0184
C -0.0301 -0.0579 0.0290
C 0.0234 0.0783 -0.0072
C 0.0012 -0.0928 -0.0615
N -0.0954 0.1704 -0.0652
N -0.0211 0.0198 0.0407
C -0.0283 -0.0412 -0.0126
C 0.0266 0.0258 -0.0012
C -0.0210 0.0029 0.0944
N 0.0213 -0.0407 -0.1481
H 0.0024 -0.0037 -0.0155
H 0.0142 0.0234 -0.0107
H -0.0060 0.0081 0.0160
H 0.0000 0.0025 0.0083
H 0.0078 -0.0031 -0.0004
H 0.0072 0.0087 -0.0154
H -0.0074 0.0067 -0.0015
H 0.0072 0.0165 -0.0168
Br 0.0775 -0.0321 0.0215
C 0.0230 0.0152 -0.0074
Br 0.0161 -0.0186 0.0572
H -0.0044 0.0045 0.0014
H -0.0077 -0.0026 0.0024
C -0.0634 0.0429 -0.0068
C 0.0125 -0.0179 0.0057
C -0.0555 0.0754 0.0439
S -0.0287 -0.1482 0.0960
O 0.1599 0.1335 -0.3216
C 0.0707 0.0787 -0.0220
C 0.0034 0.0110 0.0163
C 0.0089 0.0050 -0.0199
H 0.0367 -0.0253 0.0006
H -0.0213 -0.0341 0.0012
H 0.0003 0.0120 0.0078
H 0.0032 0.0329 -0.0122
H -0.0113 -0.0383 0.0403
H -0.0558 0.0436 -0.0748
H 0.0989 -0.0236 -0.0099
H -0.0196 -0.0597 -0.0008
H -0.0143 -0.0050 0.0175
H -0.0146 -0.0153 -0.0297
H 0.0125 0.0040 0.0087
H 0.0064 0.0093 -0.0016
H 0.0000 -0.0056 0.0120
H -0.0030 -0.0127 -0.0059

- HOMO energy (spin up / spin down): -10.52 / -12.27 eV
- Kohn-Sham gap (spin up / spin down): 5.37 / 7.14 eV
- 2S+1: 3
- ⟨S²⟩: 2.01
- Total charge: +1

***

Energy above the lowest of the compared OMol25 structures with the same formula, charge and spin
In order: 655.1 183.9 149.4 304.7 378.8 339.1 145.7 66.6
Unit: kJ/mol
Energy
In order: -11830.003 -27376.858 -43005.557 -29362.469 -5655.979 -40210.017 -8812.067 -193958.004
Unit: eV